# C45H30BBaClF17O5PS

A molecular structure, C45H30BBaClF17O5PS at a distorted geometry (ωB97M-V with the def2-TZVPD basis set, the Open Molecules 2025 dataset).

## Properties
M   1220.33 g mol⁻¹
E_tot   -5057.0680 Eh
LUMO energy   3.6 eV
Energy above the lowest of the compared OMol25 structures with the same formula, charge and spin   2.486 eV
Orbital gap   5.54 eV
Total charge   -2
HOMO   -1.92 eV

Geometry as XYZ:
```
102
C45H30BBaClF17O5PS | the Open Molecules 2025 dataset | ωB97M-V with the def2-TZVPD basis set
Ba 0.66 0.74 -0.95
C -2.22 -3.88 -1.69
C -2.92 -2.59 -1.34
C -3.38 -2.35 -0.05
C -4.01 -1.15 0.28
C -4.50 -0.90 1.68
C -4.18 -0.19 -0.71
C -3.74 -0.40 -2.01
C -3.93 0.65 -3.07
C -3.11 -1.61 -2.32
H -2.77 -4.42 -2.46
H -2.13 -4.52 -0.81
H -1.22 -3.67 -2.08
H -3.23 -3.10 0.71
H -5.60 -0.95 1.71
H -4.22 0.10 2.01
H -4.10 -1.63 2.38
H -4.65 0.75 -0.44
H -4.77 0.39 -3.71
H -3.03 0.74 -3.69
H -4.13 1.62 -2.61
H -2.74 -1.78 -3.32
Cl -0.84 -0.71 2.64
C -0.15 -2.01 3.53
C -0.61 -2.27 4.82
C -0.06 -3.30 5.55
C 0.95 -4.09 5.01
C 1.41 -3.83 3.72
C 0.88 -2.78 2.97
P 1.49 -2.34 1.27
C 2.98 -1.39 1.76
C 3.35 -1.11 3.07
C 4.53 -0.43 3.33
C 5.34 -0.02 2.28
C 4.97 -0.29 0.97
C 3.80 -0.98 0.72
C 2.37 -3.92 0.91
C 1.58 -4.98 0.47
C 2.14 -6.20 0.12
C 3.52 -6.38 0.20
C 4.32 -5.33 0.64
C 3.75 -4.11 0.99
H -1.39 -1.64 5.23
H -0.41 -3.49 6.56
H 1.38 -4.90 5.58
H 2.20 -4.44 3.31
H 2.72 -1.42 3.90
H 4.80 -0.19 4.35
H 6.24 0.54 2.49
H 5.58 0.07 0.15
H 3.51 -1.18 -0.31
H 0.51 -4.83 0.38
H 1.51 -7.01 -0.23
H 3.96 -7.32 -0.09
H 5.39 -5.47 0.72
H 4.39 -3.31 1.33
F -4.05 8.34 4.17
C -4.01 7.07 3.71
C -5.15 6.29 3.71
F -6.31 6.82 4.15
C -5.10 4.99 3.27
F -6.25 4.29 3.29
C -3.92 4.37 2.81
S -3.87 2.74 2.34
C -2.79 5.22 2.80
F -1.62 4.75 2.36
C -2.83 6.52 3.25
F -1.72 7.29 3.25
F 2.01 -3.55 -2.19
C 2.70 -2.73 -2.99
F 2.95 -3.42 -4.13
F 3.90 -2.52 -2.40
C 1.91 -1.39 -3.19
O 1.34 -0.99 -2.07
C 2.93 -0.34 -3.75
F 2.29 0.70 -4.31
F 3.76 -0.85 -4.70
F 3.71 0.13 -2.77
C 0.85 -1.66 -4.32
F 0.20 -2.82 -4.11
F 1.39 -1.74 -5.56
F -0.07 -0.69 -4.36
O -0.98 2.52 -3.83
B -0.59 2.45 -2.45
O -0.46 3.81 -2.03
C -0.74 4.62 -3.08
C -0.71 6.00 -3.15
C -1.04 6.58 -4.37
C -1.37 5.80 -5.47
C -1.38 4.41 -5.40
C -1.06 3.83 -4.19
H -0.44 6.59 -2.28
H -1.03 7.66 -4.47
H -1.63 6.28 -6.41
H -1.61 3.79 -6.26
F 4.20 3.26 1.40
C 2.92 2.96 1.72
F 2.93 2.54 2.99
F 2.24 4.12 1.69
C 2.28 1.94 0.72
O 2.65 2.05 -0.46
O 1.43 1.19 1.21
```

# C45H31F10InN8

A molecular structure, C45H31F10InN8 at a distorted geometry (ωB97M-V with the def2-TZVPD basis set, the Open Molecules 2025 dataset).

## Properties
M   988.60 g mol⁻¹
E_tot   -3360.2037 Eh
LUMO energy   -0.4 eV
Energy above the lowest of the compared OMol25 structures with the same formula, charge and spin   2.406 eV
Orbital gap   6.42 eV
Total charge   0
HOMO   -6.86 eV

Geometry as XYZ:
```
95
C45H31F10InN8 | the Open Molecules 2025 dataset | ωB97M-V with the def2-TZVPD basis set
In -0.16 0.11 0.41
C -3.64 2.39 3.10
C -2.97 1.48 2.28
N -1.69 1.57 1.99
C -0.96 2.57 2.50
C -1.56 3.58 3.30
C -2.94 3.46 3.58
C -0.78 4.62 3.83
C 0.58 4.58 3.66
C 1.19 3.56 2.93
C 0.47 2.56 2.29
N 1.00 1.52 1.61
C 2.28 1.09 1.77
C 3.43 1.86 1.78
C 4.65 1.34 2.20
C 4.78 0.03 2.61
C 3.68 -0.83 2.47
C 3.72 -2.21 2.77
C 2.63 -3.00 2.53
C 1.51 -2.42 1.92
N 1.44 -1.14 1.64
C 2.45 -0.32 1.96
H -4.68 2.25 3.32
H -3.51 0.65 1.84
H -3.41 4.21 4.20
H -1.25 5.40 4.40
H 1.20 5.34 4.10
H 2.26 3.56 2.90
H 3.38 2.88 1.45
H 5.51 2.00 2.24
H 5.71 -0.35 3.00
H 4.63 -2.63 3.17
H 2.63 -4.05 2.78
H 0.64 -3.01 1.66
C 1.00 -2.76 -1.65
N -0.24 -2.04 -1.36
C -0.78 -1.60 -2.64
C -2.16 -0.96 -2.59
N -2.13 0.09 -1.62
C -2.79 1.18 -1.75
C -3.81 1.53 -2.70
F -4.20 0.66 -3.67
C -4.52 2.70 -2.61
F -5.50 2.96 -3.47
C -4.27 3.63 -1.55
F -5.10 4.68 -1.44
C -3.28 3.38 -0.66
F -3.09 4.20 0.38
C -2.36 2.25 -0.82
F -0.50 3.55 -0.17
C -1.13 -2.97 -0.68
C -2.16 -2.35 0.27
N -1.54 -1.50 1.25
C -2.11 -1.40 2.45
C -3.41 -1.87 2.81
F -4.28 -2.33 1.86
C -3.90 -1.85 4.10
F -5.13 -2.35 4.34
C -3.17 -1.30 5.14
F -3.65 -1.27 6.39
C -1.93 -0.75 4.83
F -1.19 -0.16 5.78
C -1.43 -0.82 3.55
F -0.22 -0.25 3.34
H 0.78 -3.71 -2.16
H 1.54 -2.96 -0.73
H 1.63 -2.17 -2.31
H -0.82 -2.44 -3.35
H -0.09 -0.85 -3.04
H -2.92 -1.70 -2.31
H -2.40 -0.62 -3.60
H -0.51 -3.63 -0.07
H -1.66 -3.60 -1.41
H -2.62 -3.22 0.76
H -2.94 -1.82 -0.28
C 4.21 -1.01 -1.80
C 4.06 -0.38 -3.02
C 2.96 0.44 -3.20
C 2.05 0.65 -2.15
N 2.18 -0.01 -1.00
C 3.22 -0.82 -0.85
C 0.97 1.63 -2.27
C 1.01 2.54 -3.31
C -0.04 3.46 -3.46
C -0.99 3.54 -2.51
C -0.90 2.71 -1.30
N -0.01 1.65 -1.34
H 5.04 -1.66 -1.59
H 4.77 -0.53 -3.82
H 2.81 0.89 -4.16
H 3.29 -1.36 0.08
H 1.82 2.56 -4.01
H -0.08 4.09 -4.34
H -1.83 4.21 -2.59
H -2.10 1.82 0.15
```

# C45H33CrN8O

A molecular structure, C45H33CrN8O (ωB97M-V with the def2-TZVPD basis set, the Open Molecules 2025 dataset).

## Properties
M   753.81 g mol⁻¹
E_tot   -3292.3594 Eh
LUMO energy (alpha / beta)   -2.7 / -2.9 eV
Energy above the lowest of the compared OMol25 structures with the same formula, charge and spin   0.067 eV
Multiplicity   5
⟨S²⟩   6.067
Orbital gap (alpha / beta)   4.53 / 6.43 eV
Total charge   +1
HOMO (alpha / beta)   -7.24 / -9.35 eV

Geometry as XYZ:
```
88
C45H33CrN8O | the Open Molecules 2025 dataset | ωB97M-V with the def2-TZVPD basis set
Cr 1.01 0.10 -1.98
C -5.73 0.20 9.87
O -5.11 1.31 9.25
C -4.50 1.11 8.06
C -3.94 2.24 7.46
C -3.30 2.14 6.25
C -3.19 0.91 5.60
C -3.75 -0.21 6.20
C -4.40 -0.12 7.42
C -2.50 0.76 4.32
N -2.63 -0.25 3.49
C -1.81 0.03 2.44
C -1.17 1.24 2.62
N -1.62 1.70 3.84
C -0.24 1.80 1.69
C 0.42 3.01 1.82
C 1.29 3.43 0.79
C 1.48 2.62 -0.30
N 0.87 1.43 -0.44
C -0.01 1.01 0.53
C -0.65 -0.22 0.32
N -0.36 -0.90 -0.84
C -0.99 -2.06 -1.08
C -1.89 -2.62 -0.21
C -2.20 -1.96 0.99
C -1.58 -0.76 1.26
H -6.18 0.58 10.78
H -5.00 -0.57 10.12
H -6.51 -0.23 9.23
H -4.04 3.19 7.97
H -2.90 3.04 5.80
H -3.67 -1.17 5.70
H -4.83 -1.01 7.86
H -1.36 2.55 4.30
H 0.26 3.64 2.69
H 1.81 4.38 0.85
H 2.13 2.93 -1.11
H -0.74 -2.57 -2.00
H -2.35 -3.57 -0.46
H -2.91 -2.36 1.70
N 4.14 1.03 -1.22
C 3.65 0.12 -0.28
C 4.24 0.13 0.99
C 3.81 -0.78 1.92
C 2.81 -1.69 1.57
C 2.27 -1.61 0.31
N 2.66 -0.70 -0.61
C 3.87 1.17 -2.57
C 4.92 1.56 -3.40
C 4.68 1.81 -4.73
C 3.39 1.66 -5.22
C 2.41 1.26 -4.35
N 2.62 1.01 -3.04
H 5.00 1.46 -0.94
H 5.02 0.84 1.22
H 4.24 -0.80 2.91
H 2.45 -2.44 2.26
H 1.49 -2.28 -0.01
H 5.92 1.65 -2.98
H 5.49 2.11 -5.38
H 3.15 1.86 -6.25
H 1.39 1.14 -4.68
C -1.99 2.84 -3.58
C -2.52 2.08 -4.61
C -2.03 0.81 -4.84
C -1.00 0.31 -4.04
C -0.45 1.07 -2.99
C -0.97 2.34 -2.78
C -0.39 -1.01 -4.26
C -0.95 -1.97 -5.15
C -0.32 -3.16 -5.34
C 0.89 -3.43 -4.67
C 1.60 -4.64 -4.86
C 2.78 -4.86 -4.21
C 3.29 -3.87 -3.34
C 2.62 -2.70 -3.14
C 1.40 -2.45 -3.79
N 0.73 -1.27 -3.58
H -2.38 3.84 -3.39
H -3.31 2.47 -5.23
H -2.44 0.22 -5.65
H -0.59 2.96 -1.97
H -1.87 -1.74 -5.65
H -0.75 -3.90 -6.00
H 1.19 -5.38 -5.54
H 3.32 -5.78 -4.36
H 4.23 -4.04 -2.84
H 3.03 -1.94 -2.48
```

# C45H35N4O5S4SnTe

A molecular structure, C45H35N4O5S4SnTe at a distorted geometry (ωB97M-V with the def2-TZVPD basis set, the Open Molecules 2025 dataset).

## Properties
M   1086.38 g mol⁻¹
E_tot   -4405.6693 Eh
LUMO energy (alpha / beta)   -5.1 / -5.0 eV
Energy above the lowest of the compared OMol25 structures with the same formula, charge and spin   7.844 eV
Orbital gap (alpha / beta)   4.59 / 4.74 eV
Total charge   +1
HOMO (alpha / beta)   -9.74 / -9.71 eV

Geometry as XYZ:
```
95
C45H35N4O5S4SnTe | the Open Molecules 2025 dataset | ωB97M-V with the def2-TZVPD basis set
Sn 0.36 0.13 -0.49
O 0.48 -2.51 0.63
C 0.61 -3.59 -0.28
C 0.35 -2.91 -1.64
O 1.52 -4.58 -2.66
O -0.27 -1.85 -1.74
C 2.03 -4.14 -0.20
C 3.09 -3.24 -0.09
C 4.39 -3.69 0.04
C 4.65 -5.05 0.06
C 3.61 -5.95 -0.06
C 2.30 -5.51 -0.19
C -0.47 -4.63 0.00
C -1.41 -5.00 -0.95
C -2.36 -5.97 -0.66
C -2.38 -6.56 0.59
C -1.46 -6.18 1.55
C -0.51 -5.22 1.26
H 0.38 -2.85 1.53
H 2.88 -2.17 -0.09
H 5.20 -2.97 0.13
H 5.67 -5.40 0.17
H 3.82 -7.02 -0.06
H 1.50 -6.22 -0.31
H -1.41 -4.53 -1.93
H -3.07 -6.26 -1.42
H -3.11 -7.32 0.81
H -1.48 -6.64 2.53
H 0.22 -4.94 2.02
O 0.69 0.38 -5.12
S 1.07 -0.26 -3.86
O 0.85 -3.41 -2.75
N 1.00 0.85 -2.56
C 0.99 2.20 -2.88
C 1.45 2.73 -4.07
C 1.37 4.10 -4.34
C 0.86 4.98 -3.43
C 0.45 4.50 -2.17
C 0.01 5.35 -1.14
C -0.30 4.82 0.09
C -0.20 3.44 0.27
N 0.18 2.61 -0.69
C 0.52 3.11 -1.90
C 2.89 -0.45 -3.96
C 3.68 -0.49 -2.82
C 5.03 -0.76 -2.94
C 5.57 -1.00 -4.20
C 4.77 -0.96 -5.33
C 3.42 -0.70 -5.21
H 1.87 2.08 -4.82
H 1.71 4.46 -5.30
H 0.79 6.04 -3.65
H -0.07 6.41 -1.32
H -0.63 5.45 0.90
H -0.41 2.99 1.23
H 3.24 -0.28 -1.85
H 5.66 -0.79 -2.06
H 6.63 -1.22 -4.29
H 5.20 -1.16 -6.30
H 2.77 -0.69 -6.08
S -3.19 -1.64 8.19
C -2.46 -1.76 6.72
S -1.73 -0.38 5.89
C -1.29 -1.45 4.55
N -1.66 -2.66 4.73
N -2.31 -2.85 5.92
C -2.85 -4.16 6.12
C -2.95 -4.75 7.38
C -3.55 -5.99 7.50
C -4.02 -6.66 6.39
C -3.86 -6.10 5.13
C -3.27 -4.86 4.99
S -0.44 -0.95 3.13
H -2.57 -4.25 8.25
H -3.64 -6.45 8.48
H -4.51 -7.62 6.49
H -4.20 -6.63 4.25
H -3.14 -4.41 4.02
C -0.87 3.50 4.85
Te -0.26 1.72 3.73
C -2.31 1.79 3.07
C -3.06 2.73 3.96
C -4.45 2.77 3.93
C -5.14 3.62 4.77
C -4.45 4.42 5.67
C -3.07 4.37 5.72
C -2.37 3.54 4.85
H -0.45 4.34 4.29
H -0.46 3.53 5.86
H -2.72 0.78 3.10
H -2.34 2.11 2.02
H -4.99 2.12 3.24
H -6.23 3.65 4.74
H -4.99 5.08 6.34
H -2.53 4.99 6.42
```

# C45H35N6O4S2Y

A molecular structure, C45H35N6O4S2Y at a distorted geometry (ωB97M-V with the def2-TZVPD basis set, the Open Molecules 2025 dataset).

## Properties
M   876.85 g mol⁻¹
E_tot   -3200.2034 Eh
LUMO energy   3.6 eV
Energy above the lowest of the compared OMol25 structures with the same formula, charge and spin   3.994 eV
Orbital gap   4.64 eV
Total charge   -2
HOMO   -1.00 eV

Geometry as XYZ:
```
93
C45H35N6O4S2Y | the Open Molecules 2025 dataset | ωB97M-V with the def2-TZVPD basis set
Y -0.55 -1.43 -1.25
O 1.79 -5.14 -0.33
C 1.01 -4.20 -0.37
N 0.80 -3.36 -1.45
C 1.20 -3.78 -2.68
O 1.43 -4.91 -3.08
C 1.31 -2.64 -3.67
C 1.97 -2.83 -4.88
C 2.07 -1.76 -5.74
C 1.50 -0.55 -5.39
C 0.85 -0.45 -4.17
N 0.76 -1.48 -3.33
C 0.22 -3.81 0.86
C 0.34 -4.61 1.96
C -0.63 -4.44 3.00
C -1.43 -3.37 3.01
C -1.16 -2.25 2.02
N -0.61 -2.73 0.76
H 2.39 -3.80 -5.08
H 2.59 -1.86 -6.69
H 1.57 0.32 -6.02
H 0.43 0.48 -3.82
H 1.01 -5.45 1.91
H -0.76 -5.23 3.74
H -2.21 -3.23 3.74
H -2.11 -1.75 1.83
C -3.81 2.18 2.33
C -4.86 1.79 1.51
C -4.62 0.95 0.43
C -3.33 0.51 0.17
C -2.29 0.87 1.03
C -2.52 1.72 2.10
N -2.94 -0.30 -0.94
N -3.79 -0.38 -1.84
C -3.44 -1.21 -2.95
C -4.39 -1.20 -3.97
C -4.20 -2.01 -5.07
C -3.06 -2.80 -5.13
C -2.12 -2.76 -4.10
C -2.25 -1.96 -2.96
H -3.98 2.84 3.17
H -5.86 2.13 1.71
H -5.41 0.65 -0.24
H -0.33 0.80 1.15
H -1.70 2.01 2.75
H -5.27 -0.58 -3.86
H -4.92 -2.03 -5.88
H -2.89 -3.45 -5.98
H -1.24 -3.39 -4.21
S 0.82 0.94 -1.14
C 2.17 1.39 -2.18
C 2.13 2.65 -2.77
C 3.14 3.13 -3.58
C 4.24 2.31 -3.82
C 4.31 1.05 -3.24
C 3.30 0.53 -2.40
S 3.50 -1.04 -1.69
H 1.25 3.26 -2.57
H 3.08 4.12 -4.02
H 5.05 2.65 -4.45
H 5.17 0.42 -3.42
C 0.20 5.16 2.00
C -0.08 4.27 3.18
C -1.06 4.65 4.08
C -1.38 3.84 5.15
C -0.72 2.64 5.31
C 0.26 2.21 4.40
N 0.70 0.89 4.67
C 1.54 0.13 3.82
C 2.91 0.30 3.93
C 3.78 -0.30 3.02
C 3.28 -1.10 2.01
C 1.92 -1.36 1.97
C 1.02 -0.80 2.88
C -0.44 -1.15 2.87
O -1.20 -0.60 3.67
O -1.08 0.35 0.73
C 0.62 3.05 3.33
C 1.65 2.74 2.27
H -0.50 6.00 1.98
H 0.10 4.61 1.06
H 1.21 5.57 2.02
H -1.59 5.59 3.92
H -2.14 4.13 5.86
H -0.96 1.98 6.13
H -0.14 0.35 4.85
H 3.27 0.97 4.70
H 4.84 -0.11 3.09
H 3.92 -1.50 1.24
H 1.55 -2.01 1.19
H 2.46 2.11 2.63
H 2.10 3.65 1.89
H 1.24 2.23 1.39
```